Computed, not measured: a cluster of 2 separate species, C43H56N4O4 in total, with the ωB97M-V functional and the def2-TZVPD basis.

The geometry in XYZ format:
```
107
Properties=species:S:1:pos:R:3
C 3.02 -4.11 -1.60
C 2.28 -3.31 -2.67
C 2.12 -4.15 -3.95
C 2.98 -2.00 -2.96
C 4.27 -2.00 -3.45
C 4.93 -0.82 -3.70
C 4.30 0.38 -3.47
C 2.99 0.43 -3.01
C 2.31 1.75 -2.76
C 2.69 2.82 -3.79
C 2.59 2.26 -1.35
C 2.33 -0.78 -2.73
N 0.97 -0.76 -2.25
N -0.09 -0.76 -3.06
N -1.14 -0.77 -2.27
C -2.51 -0.79 -2.77
C -3.16 -2.00 -2.99
C -2.47 -3.32 -2.71
C -2.33 -4.15 -3.99
C -3.21 -4.12 -1.64
C -4.46 -1.99 -3.47
C -5.11 -0.81 -3.73
C -4.46 0.39 -3.52
C -3.16 0.42 -3.04
C -2.47 1.75 -2.81
C -3.20 2.59 -1.76
C -2.32 2.53 -4.12
C -0.81 -0.77 -0.91
C -1.76 -0.75 0.22
C 0.58 -0.78 -0.88
C 1.41 -0.82 0.22
H 3.13 -3.54 -0.68
H 2.50 -5.04 -1.36
H 4.02 -4.37 -1.94
H 1.27 -3.07 -2.29
H 1.57 -3.61 -4.72
H 3.09 -4.41 -4.36
H 1.59 -5.08 -3.74
H 4.76 -2.94 -3.63
H 5.94 -0.84 -4.09
H 4.82 1.30 -3.68
H 1.22 1.57 -2.86
H 2.55 2.46 -4.81
H 2.11 3.73 -3.66
H 3.74 3.10 -3.68
H 2.24 1.56 -0.59
H 3.66 2.40 -1.20
H 2.10 3.22 -1.17
H -1.46 -3.09 -2.34
H -1.79 -3.61 -4.77
H -1.81 -5.09 -3.79
H -3.31 -4.41 -4.39
H -3.32 -3.56 -0.71
H -4.21 -4.38 -1.98
H -2.69 -5.06 -1.42
H -4.96 -2.93 -3.64
H -6.12 -0.81 -4.11
H -4.96 1.32 -3.73
H -1.46 1.53 -2.43
H -3.31 2.06 -0.82
H -2.68 3.53 -1.58
H -4.21 2.83 -2.11
H -1.78 1.96 -4.88
H -3.31 2.77 -4.53
H -1.80 3.47 -3.96
H -1.25 -0.76 1.18
H -2.39 0.14 0.18
H -2.42 -1.62 0.19
H 1.02 -0.84 1.21
H 2.47 -0.85 0.10
C -1.74 5.52 1.59
N -1.99 4.88 2.88
C -2.38 5.77 3.98
C -1.49 3.56 3.15
C -0.14 3.38 3.50
C 0.32 2.13 3.82
C -0.52 1.01 3.80
C -0.03 -0.31 4.19
C 0.64 -0.61 5.32
C 1.02 -2.00 5.55
O 0.60 -2.85 4.78
O 1.83 -2.29 6.61
C 2.52 -1.17 7.22
C 2.95 -1.63 8.62
C 3.74 -0.84 6.36
O 1.74 0.03 7.41
C 0.82 0.34 6.44
O 0.14 1.35 6.49
C -1.85 1.20 3.43
C -2.33 2.44 3.13
H -1.32 4.80 0.89
H -2.67 5.90 1.17
H -1.04 6.35 1.70
H -2.39 5.21 4.91
H -1.68 6.59 4.07
H -3.38 6.17 3.81
H 0.51 4.23 3.52
H 1.35 2.01 4.13
H -0.30 -1.14 3.56
H 2.07 -1.86 9.21
H 3.57 -2.53 8.56
H 3.51 -0.84 9.13
H 3.42 -0.54 5.37
H 4.31 -0.02 6.80
H 4.38 -1.71 6.26
H -2.51 0.34 3.44
H -3.37 2.57 2.87
```

Total energy, Ha: -2192.040779
Molar mass, g mol⁻¹: 692.95
Highest occupied orbital energy, eV: -5.9
Orbital gap, eV: 5.35

Computed, not measured: a cluster of 3 separate species, C4H7NO2 in total, with the ωB97M-V functional and the def2-TZVPD basis.

The geometry in XYZ format:
```
14
Properties=species:S:1:pos:R:3
O 0.14 0.32 -2.58
N -0.51 1.06 -1.63
C -0.18 0.71 -0.45
C -0.78 1.06 0.88
C -0.35 -0.40 0.97
C 0.87 -0.36 0.14
O 1.23 -1.55 -0.26
H -0.13 0.75 -3.41
H -1.84 1.28 0.90
H -0.19 1.75 1.48
H -1.11 -1.10 0.61
H 0.36 -1.77 1.76
H 1.64 0.32 0.55
H 0.85 -2.07 1.03
```

Total energy, Ha: -361.573010
Molar mass, g mol⁻¹: 101.10
Highest occupied orbital energy, eV: -9.6
Orbital gap, eV: 8.84
ΔE to the lowest compared entry with this formula, charge and spin, kJ/mol: 808.3

Computed, not measured: a structure of composition C20H27FN3O7PTeV, with the ωB97M-V functional and the def2-TZVPD basis.

The geometry in XYZ format:
```
61
Properties=species:S:1:pos:R:3
V -1.49 0.05 -0.82
C 5.19 2.51 1.03
C 4.35 1.97 2.17
C 5.10 1.07 3.14
C 5.59 -0.19 2.43
C 4.46 -0.87 1.72
C 4.51 -2.21 1.43
C 3.44 -2.85 0.79
F 3.56 -4.15 0.54
C 2.31 -2.19 0.42
C 2.23 -0.82 0.70
C 1.05 -0.08 0.36
O 0.06 -0.70 -0.22
C 0.99 1.28 0.68
C 2.10 1.87 1.28
N 3.19 1.21 1.60
C 3.30 -0.16 1.34
C -0.18 2.16 0.42
O -0.14 3.35 0.40
O -1.35 1.49 0.21
H 6.05 3.05 1.44
H 4.62 3.20 0.41
H 5.57 1.71 0.39
H 3.90 2.79 2.72
H 4.44 0.80 3.97
H 5.94 1.63 3.55
H 6.03 -0.88 3.15
H 6.38 0.05 1.72
H 5.37 -2.80 1.72
H 1.49 -2.71 -0.07
H 2.08 2.93 1.51
C -7.13 0.53 -0.03
C -5.68 0.28 0.30
O -5.34 -1.08 -0.15
P -3.98 -1.46 -0.80
O -2.80 -0.97 0.08
Te -3.32 -0.37 -2.81
O -4.01 -2.99 -0.99
C -4.70 -3.96 -0.10
C -4.02 -4.04 1.24
H -7.41 1.51 0.34
H -7.77 -0.21 0.45
H -7.30 0.50 -1.10
H -5.49 0.30 1.37
H -5.02 0.99 -0.20
H -4.64 -4.89 -0.66
H -5.74 -3.64 -0.03
H -2.97 -4.31 1.13
H -4.51 -4.81 1.84
H -4.09 -3.10 1.79
C 0.22 0.64 -4.90
N -0.29 1.87 -4.30
C -0.65 1.95 -3.03
N -1.15 3.08 -2.54
O -0.51 0.91 -2.29
H 0.61 0.88 -5.88
H -0.57 -0.11 -5.01
H 1.02 0.23 -4.29
H -0.36 2.69 -4.88
H -1.23 3.91 -3.11
H -1.29 3.19 -1.54
```

Multiplicity: 2
Total energy, Ha: -3122.262283
Molar mass, g mol⁻¹: 649.97
Highest occupied orbital energy (alpha / beta), eV: -14.4 / -14.5
Orbital gap (alpha / beta), eV: 6.65 / 7.92
Net charge: +2
ΔE to the lowest compared entry with this formula, charge and spin, kJ/mol: 0.0

Computed, not measured: a cluster of 2 separate species, C4H14NO in total, with the ωB97M-V functional and the def2-TZVPD basis.

The geometry in XYZ format:
```
20
Properties=species:S:1:pos:R:3
C -1.03 0.66 -0.81
C -0.47 1.35 1.49
C -1.16 -1.03 0.98
C 1.00 -0.15 0.24
N -0.42 0.18 0.52
H -0.58 1.51 -1.34
H -2.08 0.90 -0.57
H -1.02 -0.22 -1.48
H -1.49 1.78 1.46
H 0.23 2.09 1.09
H -0.21 1.14 2.54
H -0.90 -1.90 0.34
H -2.25 -0.88 0.94
H -0.87 -1.26 2.02
H 1.00 -1.11 -0.30
H 1.56 -0.27 1.18
H 1.51 0.60 -0.39
O 2.11 -1.42 -2.66
H 3.08 -1.54 -2.56
H 1.99 -0.44 -2.69
```

Total energy, Ha: -290.528677
Molar mass, g mol⁻¹: 92.16
Highest occupied orbital energy, eV: -14.9
Orbital gap, eV: 11.95
Net charge: +1
ΔE to the lowest compared entry with this formula, charge and spin, kJ/mol: 122.2